# 1
DFT (ωB97M-V with the def2-TZVPD basis set) results for a structure of composition C45H26Cl6LaN4 at a distorted geometry.

Output
Molecular weight = 974.36 g/mol
E_tot = -4742.023453 Ha
Net charge = +1
LUMO energy (spin up / spin down) = -4.057 / -4.057 eV
HOMO-LUMO gap (spin up / spin down) = 0.19570 / 0.19567 Eh

Positions of all 82 atoms, in Å:
La 0.73809 1.22004 -0.21419
Cl 1.25938 -3.26688 -8.96080
C 1.17361 -2.56146 -7.37892
C 1.22717 -3.31991 -6.20617
C 1.26861 -2.67462 -4.94944
C 0.96365 -1.33058 -4.83091
C 0.75061 -0.57140 -6.01737
C 0.93926 -1.15553 -7.26821
C 0.87961 -0.72873 -3.46439
C -0.34211 -0.05900 -3.12565
C -1.56630 -0.21617 -3.95505
C -2.56345 0.48736 -3.38119
C -2.08542 0.99583 -2.11141
C -2.94251 1.61988 -1.15340
C -4.28404 2.16077 -1.63568
C -4.33441 3.07169 -2.72778
C -5.51565 3.73395 -2.99771
C -6.70039 3.45991 -2.32854
Cl -8.07651 4.54009 -2.62535
C -6.69775 2.43928 -1.35236
C -5.48803 1.89778 -0.91610
C -2.59367 1.56084 0.27425
N -1.42395 1.01222 0.83756
C -1.57497 1.09505 2.26901
C -0.74870 0.57545 3.30394
C -1.13106 0.69316 4.77899
C -2.41940 0.25540 5.20747
C -2.76475 0.37481 6.56292
C -2.00202 1.20103 7.40753
Cl -2.63448 1.94906 8.84110
C -0.68979 1.59656 7.00462
C -0.24111 1.20024 5.73540
C 0.46830 -0.14030 2.98676
C 1.14792 -0.99380 3.95894
C 2.20291 -1.58859 3.35194
C 2.20844 -1.10591 1.96106
N 1.17651 -0.22724 1.80260
C 3.13400 -1.55983 0.97246
C 2.86344 -1.35272 -0.43320
C 3.74820 -1.91751 -1.44766
C 3.13954 -1.72262 -2.65061
C 1.85290 -1.07973 -2.44361
N 1.76754 -0.78453 -1.05420
C 4.20526 -2.48982 1.44859
C 5.17127 -2.04760 2.41785
C 6.16568 -2.93087 2.89729
C 6.18527 -4.27522 2.50515
Cl 7.47646 -5.32849 2.99797
C 5.18979 -4.75837 1.66830
C 4.27027 -3.85252 1.09620
C -2.76350 1.87201 2.48943
C -3.32904 2.22359 1.29609
N -0.69397 0.73506 -2.04159
H 1.19284 -4.39851 -6.27407
H 1.54441 -3.25583 -4.03201
H 0.47391 0.47601 -5.95597
H 0.77732 -0.53052 -8.15599
H -1.69190 -0.91422 -4.78170
H -3.62056 0.40754 -3.61800
H -3.40621 3.29303 -3.30195
H -5.59671 4.45249 -3.82450
H -7.67768 2.18494 -0.93259
H -5.46104 1.28104 0.00200
H -3.07785 -0.22523 4.48645
H -3.69174 0.00275 6.93832
H -0.05294 2.13307 7.68630
H 0.81741 1.28689 5.47393
H 0.79237 -1.23032 4.96506
H 2.89157 -2.35269 3.73027
H 4.71055 -2.38808 -1.29174
H 3.47204 -2.00267 -3.64261
H 5.20566 -1.02263 2.80374
H 6.96200 -2.57148 3.52220
H 5.10200 -5.80901 1.43457
H 3.58599 -4.19494 0.31826
H -3.16068 2.15044 3.46937
H -4.15643 2.88324 1.09280
Cl 0.76876 4.04911 -1.25389
C 1.67463 4.63741 0.30301
Cl 2.01972 3.28272 1.57736
H 0.98390 5.40666 0.76684
H 2.65199 5.03766 0.09260

Mulliken atomic charge list, values in e, 2 entries:
1. La 0.941
2. Cl -0.184

# 2
DFT (ωB97M-V with the def2-TZVPD basis set) results for a structure of composition C45H32BrCsF3N5O5 at a distorted geometry.

Output
Energy relative to the best compared isomer or geometry (same formula, charge and spin) = 4.3 kcal per mole
Molecular weight = 992.58 g/mol
E_tot = -5277.883156 Ha
Net charge = -2
LUMO energy = 2.665 eV
HOMO-LUMO gap = 0.19011 Eh

Positions of all 92 atoms, in Å:
Cs 0.49298 -2.83418 1.39195
C -5.88828 11.22161 2.06726
O -5.56408 10.52255 0.88275
C -4.90579 9.33621 1.01803
C -4.54219 8.77861 2.23343
C -3.87237 7.55711 2.25386
C -3.55961 6.88155 1.08623
C -3.93458 7.46170 -0.12984
C -4.59674 8.66935 -0.16587
C -2.86180 5.58812 1.08020
N -2.53467 4.91512 0.00600
C -1.91510 3.77240 0.46164
C -1.87207 3.76176 1.83226
N -2.48241 4.93159 2.21788
C -1.30297 2.70338 2.61036
C -1.25500 2.65260 4.00993
C -0.69210 1.56045 4.62038
C -0.18159 0.52403 3.82060
N -0.21620 0.56755 2.50337
C -0.75935 1.62555 1.89136
C -0.78236 1.61807 0.41929
N -0.23597 0.55665 -0.18833
C -0.25878 0.49367 -1.50187
C -0.82085 1.50175 -2.30106
C -1.37160 2.60121 -1.69213
C -1.36209 2.67898 -0.29481
H -6.39734 12.13005 1.75728
H -4.99211 11.48779 2.63390
H -6.55456 10.63791 2.70802
H -4.76774 9.27187 3.16744
H -3.59938 7.14421 3.21778
H -3.68947 6.93111 -1.04095
H -4.89007 9.12102 -1.10525
H -2.62714 5.23565 3.16275
H -1.66332 3.46772 4.59982
H -0.64401 1.48570 5.69915
H 0.25025 -0.37897 4.25014
H 0.18019 -0.39493 -1.94422
H -0.81679 1.40295 -3.37869
H -1.81660 3.40732 -2.26310
Br 4.67855 0.16815 2.60356
C 4.23028 -1.18253 3.87468
C 5.18060 -1.54090 4.81877
C 4.81557 -2.52050 5.73204
C 3.55508 -3.08565 5.65580
C 2.67842 -2.63985 4.67220
N 3.02358 -1.68930 3.79491
C 1.25382 -3.22630 4.58959
O 1.14484 -4.38711 5.02262
O 0.38396 -2.46402 4.10725
H 6.15532 -1.07552 4.82995
H 5.52109 -2.83857 6.49153
H 3.22527 -3.87433 6.31723
F 9.61101 -1.96711 -4.92394
C 8.41441 -1.48770 -5.35757
F 8.65679 -0.20353 -5.70867
F 8.16123 -2.15552 -6.50431
C 7.32870 -1.61891 -4.35633
C 6.52708 -2.75863 -4.32468
C 5.56033 -2.90660 -3.34978
C 5.35134 -1.92539 -2.35513
C 6.17704 -0.78244 -2.41412
C 7.14396 -0.63441 -3.38906
C 4.37342 -2.09120 -1.34699
C 3.53497 -2.29266 -0.45164
H 6.66444 -3.52878 -5.07440
H 4.93569 -3.78937 -3.32791
H 6.03501 -0.01416 -1.66577
H 7.76394 0.25452 -3.40846
C -3.68600 -7.68035 -4.63964
C -3.04188 -6.77999 -3.61528
C -3.81101 -6.01104 -2.75238
C -3.22619 -5.16282 -1.81391
C -4.08150 -4.34887 -0.87461
C -1.83566 -5.09543 -1.72985
C -1.04184 -5.86484 -2.58585
C 0.46110 -5.80232 -2.47818
C -1.65733 -6.68885 -3.52201
C -1.17486 -4.22129 -0.66771
O -0.64556 -4.83996 0.28631
O -1.21817 -2.98136 -0.83758
H -4.75408 -7.79181 -4.44501
H -3.23530 -8.67561 -4.63327
H -3.57176 -7.27753 -5.65001
H -4.89569 -6.07281 -2.80655
H -5.13905 -4.43184 -1.13268
H -3.77993 -3.30124 -0.89992
H -3.94763 -4.69185 0.15504
H 0.77931 -6.11377 -1.48247
H 0.82220 -4.77952 -2.60929
H 0.93610 -6.43982 -3.22582
H -1.03735 -7.28558 -4.18763

Mulliken atomic charge list, values in e, 2 entries:
1. Cs 1.185
2. C -0.835

# 3
DFT (ωB97M-V with the def2-TZVPD basis set) results for a structure of composition C45H34BrN7NiO6P2Se2 at a distorted geometry.

Output
Energy relative to the best compared isomer or geometry (same formula, charge and spin) = 9.2 kcal per mole
Molecular weight = 1127.28 g/mol
E_tot = -12138.008336 Ha
LUMO energy (spin up / spin down) = -0.478 / -0.483 eV
HOMO-LUMO gap (spin up / spin down) = 0.28655 / 0.28636 Eh

Positions of all 98 atoms, in Å:
Ni 1.38945 2.20694 1.22331
C 0.84998 4.00424 4.31083
O 0.49812 2.76389 3.71068
C -0.17195 1.88603 4.50500
C -0.54042 2.13233 5.82228
C -1.22188 1.15007 6.53190
Br -1.73413 1.51899 8.31728
C -1.50685 -0.07739 5.98037
C -1.11707 -0.33338 4.66431
C -0.50679 0.66537 3.91669
O -0.18678 0.50970 2.59627
C -1.32823 -1.68452 4.13638
N -2.17894 -2.53516 4.63835
C -1.98004 -3.70793 3.93153
C -2.61222 -4.94469 4.05672
C -2.19125 -5.96560 3.23082
C -1.16337 -5.77474 2.29316
C -0.53295 -4.55453 2.14739
C -0.96619 -3.53019 2.98072
N -0.58885 -2.20277 3.09481
H -0.04482 4.58037 4.55896
H 1.44237 4.54334 3.58215
H 1.45537 3.84592 5.20545
H -0.32073 3.07237 6.30300
H -1.99957 -0.85660 6.54045
H -0.88697 0.01593 2.14818
H -3.39978 -5.08911 4.78327
H -2.65827 -6.93887 3.30411
H -0.86732 -6.60204 1.66141
H 0.24484 -4.39786 1.41071
H 0.26661 -1.80173 2.74426
O 2.68763 7.70312 1.03507
C 1.43277 7.53645 0.64772
O 0.72395 8.45396 0.32240
C 0.92090 6.13904 0.62670
C -0.36012 5.77020 0.23704
N -0.46874 4.44236 0.38901
N 0.67942 3.93291 0.83048
C 1.52494 4.93115 1.00019
C 2.86211 4.49930 1.53630
O 3.73636 5.33530 1.74532
O 2.94770 3.23281 1.74627
H 3.13075 6.85014 1.29736
H -1.17271 6.37197 -0.13077
H -1.18326 3.76643 0.11111
Se -1.41543 -3.35291 -1.15094
P -1.65252 -1.51023 -2.12104
C -3.38612 -1.04060 -2.33422
C -4.19896 -1.04864 -1.20114
C -5.54397 -0.75428 -1.31164
C -6.09251 -0.46479 -2.55530
C -5.29195 -0.47289 -3.68463
C -3.93796 -0.75979 -3.57636
C -0.89119 -1.37044 -3.76594
C -0.76589 -0.11809 -4.36616
C -0.20823 -0.00586 -5.62866
C 0.23662 -1.14242 -6.29249
C 0.11550 -2.39001 -5.69721
C -0.45447 -2.50615 -4.43752
C -0.94741 -0.11774 -1.21377
C 0.30314 0.14183 -0.64833
N 0.16196 1.32518 -0.00215
N -1.08103 1.75063 -0.14874
N -1.75680 0.90560 -0.87027
P 2.00695 -0.41756 -0.63917
Se 2.76666 0.30049 1.23816
C 2.22232 -2.20640 -0.77494
C 2.62511 -2.92449 0.34682
C 2.84126 -4.29073 0.26048
C 2.66817 -4.94912 -0.94666
C 2.27240 -4.23822 -2.06908
C 2.04697 -2.87665 -1.98312
C 2.81624 0.41678 -2.03623
C 3.76390 1.40195 -1.77956
C 4.36756 2.07901 -2.82885
C 4.02913 1.78122 -4.13837
C 3.07033 0.81214 -4.39969
C 2.46177 0.13783 -3.35656
H -3.77464 -1.29732 -0.23637
H -6.16886 -0.75760 -0.42860
H -7.14762 -0.23987 -2.63974
H -5.71795 -0.26008 -4.65615
H -3.32693 -0.76961 -4.46888
H -1.09984 0.77051 -3.84231
H -0.11235 0.96799 -6.09055
H 0.67662 -1.05440 -7.27753
H 0.46031 -3.27463 -6.21628
H -0.56086 -3.47204 -3.95630
H 2.77739 -2.41706 1.29052
H 3.14847 -4.83699 1.14235
H 2.84073 -6.01521 -1.01176
H 2.11975 -4.74501 -3.01196
H 1.71922 -2.35541 -2.87030
H 4.03145 1.64553 -0.75908
H 5.10203 2.84256 -2.61200
H 4.50418 2.30832 -4.95510
H 2.78514 0.58312 -5.41757
H 1.68909 -0.58097 -3.59406

Mulliken atomic charge list, values in e, 2 entries:
1. Ni 0.129
2. C -0.831

# 4
DFT (ωB97M-V with the def2-TZVPD basis set) results for a structure of composition C45H34BrN7NiO6P2Se2 at a distorted geometry.

Output
Energy relative to the best compared isomer or geometry (same formula, charge and spin) = 8.5 kcal per mole
Molecular weight = 1127.28 g/mol
E_tot = -12138.009392 Ha
LUMO energy (spin up / spin down) = -0.397 / -0.399 eV
HOMO-LUMO gap (spin up / spin down) = 0.29142 / 0.29137 Eh

Positions of all 98 atoms, in Å:
Ni -1.02021 -0.77687 2.47293
C -2.34579 1.41742 5.15088
O -2.07796 1.50933 3.75753
C -2.48761 2.66125 3.16385
C -3.08534 3.70498 3.85147
C -3.48075 4.83858 3.15689
Br -4.26824 6.26348 4.12545
C -3.34874 4.93446 1.79541
C -2.77856 3.87227 1.08740
C -2.28338 2.76717 1.77959
O -1.59791 1.73323 1.18551
C -2.82364 3.97118 -0.37991
N -2.92694 5.10383 -1.01552
C -3.13588 4.76659 -2.33955
C -3.32850 5.58937 -3.44888
C -3.56918 4.98206 -4.66424
C -3.62250 3.58514 -4.78698
C -3.42014 2.75581 -3.70127
C -3.16619 3.37419 -2.48290
N -2.89974 2.87673 -1.21819
H -1.78189 2.17108 5.70550
H -2.03713 0.42788 5.46520
H -3.41271 1.52906 5.35248
H -3.23587 3.66059 4.91849
H -3.70646 5.79312 1.24702
H -1.00003 2.08597 0.51255
H -3.29904 6.66572 -3.34617
H -3.72805 5.59171 -5.54420
H -3.81667 3.14861 -5.75841
H -3.44407 1.67994 -3.79658
H -3.07664 1.93520 -0.90393
O -0.22187 -2.50230 7.75909
C 0.82571 -1.78195 7.38552
O 1.76260 -1.57017 8.11188
C 0.79658 -1.23521 6.00222
C 1.79220 -0.46014 5.43059
N 1.39005 -0.12517 4.19460
N 0.20335 -0.66445 3.93239
C -0.18735 -1.32173 5.00595
C -1.55194 -1.93266 4.87156
O -2.03065 -2.56404 5.80662
O -2.11377 -1.69088 3.74187
H -0.92619 -2.56690 7.05933
H 2.73411 -0.13467 5.83718
H 1.85028 0.34609 3.41486
Se 0.98798 0.63283 -3.76449
P 2.31085 0.05554 -2.24825
C 3.64594 1.24763 -1.98267
C 3.28376 2.57740 -1.77266
C 4.25923 3.54360 -1.61089
C 5.60272 3.19281 -1.67379
C 5.96570 1.87550 -1.90008
C 4.98883 0.90001 -2.05404
C 3.11778 -1.55910 -2.46136
C 3.80077 -2.13646 -1.39106
C 4.43374 -3.35884 -1.55046
C 4.37724 -4.01335 -2.77527
C 3.69772 -3.44070 -3.84185
C 3.07412 -2.20957 -3.68839
C 1.54228 -0.08744 -0.61973
C 0.40248 -0.73504 -0.12701
N 0.34558 -0.39933 1.18108
N 1.35059 0.40716 1.46894
N 2.07687 0.60989 0.40510
P -0.84890 -1.96136 -0.53397
Se -2.49191 -1.46956 0.76752
C -1.37255 -1.98686 -2.26094
C -2.61727 -1.45484 -2.58864
C -3.06521 -1.48838 -3.90022
C -2.28140 -2.06290 -4.88916
C -1.04553 -2.60274 -4.56533
C -0.59063 -2.56283 -3.25992
C -0.11591 -3.55855 -0.08067
C -0.66479 -4.27848 0.97640
C -0.09375 -5.48102 1.36845
C 1.02576 -5.96839 0.71337
C 1.58780 -5.24348 -0.32953
C 1.02537 -4.04131 -0.72295
H 2.23642 2.85273 -1.74802
H 3.97277 4.57333 -1.44310
H 6.36471 3.95192 -1.55344
H 7.01061 1.60097 -1.96159
H 5.28574 -0.12396 -2.23648
H 3.83140 -1.63163 -0.43176
H 4.96296 -3.80395 -0.71790
H 4.86709 -4.97082 -2.89883
H 3.65781 -3.94992 -4.79604
H 2.53906 -1.74455 -4.50913
H -3.23954 -1.01575 -1.82019
H -4.03107 -1.06601 -4.14395
H -2.63475 -2.09069 -5.91162
H -0.42327 -3.04284 -5.33335
H 0.38173 -2.97333 -3.04201
H -1.53694 -3.90089 1.49444
H -0.53014 -6.03136 2.19127
H 1.46745 -6.90750 1.02006
H 2.47321 -5.60579 -0.83526
H 1.51210 -3.47672 -1.50572

Mulliken atomic charge list, values in e, 2 entries:
1. Ni -0.024
2. C -0.821

# 5
DFT (ωB97M-V with the def2-TZVPD basis set) results for a structure of composition C45H35BrCl3CoN2O4P2Te.

Output
Energy relative to the best compared isomer or geometry (same formula, charge and spin) = 20.2 kcal per mole
Molecular weight = 1102.53 g/mol
Spin multiplicity = 5
E_tot = -8434.384779 Ha
LUMO energy (spin up / spin down) = 0.104 / -1.677 eV
HOMO-LUMO gap (spin up / spin down) = 0.27628 / 0.22615 Eh

Positions of all 94 atoms, in Å:
Co -0.22551 -0.82069 0.02368
Cl -2.19928 -5.61947 -5.07427
C -1.74462 -4.72375 -3.65445
C -1.32273 -3.41304 -3.78134
C -0.96970 -2.72089 -2.63776
Cl -0.45840 -1.05872 -2.78765
C -1.02227 -3.27434 -1.34705
O -0.69888 -2.62409 -0.25990
C -1.45676 -4.61013 -1.28819
Cl -1.54715 -5.37396 0.26617
C -1.81431 -5.32946 -2.41159
H -1.27117 -2.93537 -4.74839
H -2.14597 -6.35294 -2.31524
Te 1.19793 2.20721 -2.11869
C 2.32717 3.95738 -2.41934
C 3.66228 4.05494 -2.05187
C 4.32021 5.25931 -2.25079
N 3.75293 6.33522 -2.78933
C 2.47857 6.22448 -3.15237
C 1.72409 5.07129 -2.98605
C 1.98963 1.79810 -0.21635
P 2.03272 -0.00507 -0.03248
C 3.14150 -0.64336 -1.31972
C 4.32190 0.01237 -1.66450
C 5.17300 -0.53525 -2.60705
C 4.85488 -1.74805 -3.20852
C 3.68837 -2.40995 -2.86182
C 2.83149 -1.85789 -1.91895
C 2.95120 -0.46192 1.47474
C 4.18801 0.10434 1.77821
C 4.91977 -0.34803 2.86237
C 4.42295 -1.37588 3.65414
C 3.19995 -1.95463 3.35019
C 2.46766 -1.50127 2.26176
P 1.35959 2.56072 1.28342
C 2.88813 3.00698 2.18078
C 3.03799 2.59075 3.49690
C 4.18507 2.91403 4.21092
C 5.19043 3.64964 3.60454
C 5.04440 4.07539 2.28789
C 3.89592 3.76140 1.58148
C 0.57259 4.19552 1.01534
C 0.84562 5.18654 1.96627
C 0.18910 6.40597 1.93552
C -0.76584 6.65982 0.96211
C -1.07466 5.67159 0.04194
C -0.42510 4.44621 0.07316
H 4.18880 3.21274 -1.62110
H 5.36251 5.36057 -1.96643
H 2.02613 7.10763 -3.58946
H 0.68348 5.06123 -3.28443
H 4.56829 0.96015 -1.19986
H 6.08368 -0.01738 -2.87800
H 5.52042 -2.17538 -3.94684
H 3.43719 -3.35342 -3.32798
H 1.92087 -2.37961 -1.64916
H 4.58155 0.90880 1.17025
H 5.87530 0.10495 3.09118
H 4.99225 -1.72761 4.50457
H 2.81762 -2.76843 3.95246
H 1.51877 -1.97284 2.02686
H 2.26162 1.99365 3.96064
H 4.29448 2.58295 5.23521
H 6.08882 3.89622 4.15520
H 5.82414 4.66067 1.81771
H 3.77342 4.10427 0.56170
H 1.58906 5.01698 2.73271
H 0.42954 7.16004 2.67345
H -1.27423 7.61458 0.93189
H -1.83882 5.84283 -0.70572
H -0.73527 3.67751 -0.62057
Br -7.02075 2.38876 1.26875
C -5.58661 1.22935 0.86010
C -5.61125 -0.07800 1.32654
N -4.63720 -0.94367 1.06804
C -3.60018 -0.51422 0.35173
C -3.48093 0.77983 -0.13739
C -4.51554 1.67129 0.10832
C -2.25333 1.26102 -0.88556
O -2.38175 2.05910 -1.79870
O -1.14343 0.82741 -0.40355
H -6.44362 -0.43250 1.92231
H -2.82850 -1.25319 0.14971
H -4.46599 2.67669 -0.28634
C -2.18084 0.57929 3.44428
C -1.60123 -0.64930 2.82120
C -2.16818 -1.98616 3.17558
O -0.68728 -0.54884 2.01471
H -3.27055 0.53602 3.38853
H -1.80128 1.46695 2.94478
H -1.91407 0.60147 4.50385
H -3.06547 -2.13337 2.56387
H -2.47551 -2.02250 4.22010
H -1.45826 -2.77524 2.94129

Mulliken atomic charge list, values in e, 2 entries:
1. Co 1.588
2. Cl -0.232